(1)
11
Properties=species:S:1:pos:R:3:forces:R:3:lowdin_charge:R:1 method="wB97M-V/def2-TZVPD" orbital_gap_ev=9.70 total_charge=0 multiplicity=1 energy_ha=-339.52689 molar_mass_g_mol=96.09 de_lowest_kcal_mol=34.4
N 2.38699 0.14047 1.22079 -3.485 -3.698 -1.327 0.14
C 1.52108 -0.65081 0.96245 3.626 3.533 1.457 -0.23
C 0.27076 -1.32042 0.80016 -3.317 0.931 0.772 -0.10
C -0.77140 -0.65282 0.15056 -0.321 -3.238 0.750 0.01
C -0.84301 0.46759 -0.88277 0.359 -0.192 -0.149 -0.54
N 0.08940 1.44922 -0.75262 0.182 -0.392 0.522 0.15
O -1.65711 0.45117 -1.80623 0.810 -0.291 1.364 0.04
H -0.10767 -2.12182 1.58765 1.440 1.524 -2.001 0.15
H -1.73954 -1.25904 0.27934 1.282 1.422 -0.444 0.13
H 0.04089 2.03884 -1.58882 0.708 0.203 0.933 0.12
H 0.80961 1.45763 0.02949 -1.284 0.199 -1.875 0.11


(2)
126
Properties=species:S:1:pos:R:3:forces:R:3:lowdin_charge:R:1 method="wB97M-V/def2-TZVPD" orbital_gap_ev=9.38 total_charge=0 multiplicity=1 energy_ha=-2769.22191 molar_mass_g_mol=792.95 de_lowest_kcal_mol=64.7
C -5.34769 5.21971 4.91838 0.112 0.349 0.304 -0.04
O -4.25006 5.42720 4.03279 0.343 -0.099 -0.248 0.00
C -3.69015 4.31932 3.53910 0.059 -0.017 0.009 -0.60
O -3.99183 3.18508 3.81895 0.000 0.245 -0.056 0.12
O -2.72752 4.68155 2.68859 -0.112 0.008 0.241 0.02
C -2.03257 3.59684 2.06802 0.015 -0.341 -0.319 -0.05
H -6.25663 5.10983 4.33290 -0.092 -0.282 0.125 0.10
H -5.41522 6.12392 5.51944 -0.025 0.049 -0.100 0.09
H -5.14769 4.38467 5.58441 -0.216 -0.180 -0.172 0.09
H -2.71981 2.89685 1.59467 -0.045 0.172 0.029 0.08
H -1.42975 3.02094 2.77235 -0.056 0.217 0.110 0.08
H -1.39667 4.03648 1.30676 -0.003 0.047 0.047 0.09
C 3.42037 -6.55176 0.49184 0.378 -0.661 -0.319 -0.04
O 2.52599 -5.78744 1.27267 -0.084 0.223 0.237 0.01
C 1.57463 -5.15142 0.60230 0.000 -0.178 -0.005 -0.61
O 1.38173 -5.21143 -0.58468 0.020 0.142 -0.005 0.12
O 0.86780 -4.45573 1.49330 0.284 0.161 0.178 0.01
C -0.09660 -3.56943 0.97012 -0.724 0.902 -0.478 -0.05
H 2.94916 -7.47280 0.13869 -0.090 0.110 0.038 0.10
H 4.24768 -6.81400 1.14468 -0.010 0.085 0.049 0.10
H 3.78916 -6.00336 -0.37087 -0.055 0.184 0.079 0.07
H -1.08186 -4.03567 0.94319 0.079 -0.137 -0.086 0.10
H 0.16852 -3.20655 -0.02438 0.048 -0.413 -0.101 0.09
H -0.18061 -2.67603 1.59295 0.229 -0.430 0.376 0.06
C 7.37986 1.87155 -1.65017 0.347 -0.623 0.525 -0.04
O 5.98917 2.08910 -1.88522 0.323 0.488 -0.521 0.01
C 5.11631 1.75857 -0.94756 -0.283 -0.240 0.406 -0.64
O 3.96934 2.10703 -0.97496 -0.113 -0.030 -0.159 0.13
O 5.65935 0.98456 0.00108 -0.121 0.053 -0.076 -0.02
C 4.75136 0.56380 1.01736 -0.171 0.200 1.084 -0.04
H 7.61101 0.80430 -1.69878 -0.031 0.090 -0.084 0.10
H 7.66682 2.21358 -0.65564 -0.053 0.112 -0.080 0.10
H 7.95813 2.40155 -2.39674 -0.268 0.142 -0.201 0.09
H 5.35656 0.09315 1.78798 0.090 -0.266 -0.241 0.10
H 3.98341 -0.11542 0.66226 0.168 -0.139 -0.239 0.06
H 4.23456 1.39090 1.51014 0.090 0.215 -0.405 0.09
C 1.48163 4.58943 1.27191 -0.396 0.530 -0.503 -0.02
C 1.61400 3.43080 2.21189 0.792 0.436 -0.001 -0.51
C 1.64241 3.76845 3.67851 0.120 0.055 0.280 -0.02
O 1.77866 2.31094 1.80694 0.035 -0.593 -0.002 0.06
H 0.84589 5.36208 1.71116 0.001 0.012 -0.149 0.08
H 1.09529 4.27307 0.30255 -0.184 -0.144 0.158 0.09
H 2.43756 5.06194 1.02941 0.165 -0.181 0.397 0.09
H 1.78158 2.87658 4.28453 -0.296 -0.082 -0.025 0.08
H 0.74077 4.32544 3.94374 -0.002 -0.133 0.158 0.09
H 2.49007 4.41944 3.91599 -0.066 0.125 -0.280 0.09
C -2.81904 1.59078 -5.36304 0.347 0.379 0.393 -0.02
C -3.92584 2.44317 -5.91981 0.131 -0.033 -0.221 -0.50
C -3.82988 3.94168 -5.76237 0.564 0.357 0.316 -0.03
O -4.87641 1.95828 -6.48602 -0.150 -0.107 -0.052 0.06
H -2.78343 0.62677 -5.85821 -0.106 -0.100 0.081 0.09
H -2.98188 1.45654 -4.28721 -0.197 -0.207 -0.100 0.07
H -1.84933 2.09068 -5.41749 -0.036 -0.040 -0.253 0.06
H -2.81092 4.29797 -5.58761 0.011 -0.242 -0.058 0.07
H -4.39045 4.25115 -4.87634 -0.240 -0.013 -0.177 0.09
H -4.20093 4.43877 -6.65460 -0.308 -0.033 0.082 0.08
C 2.47519 1.35922 -4.09933 0.154 0.321 -0.153 -0.02
C 1.85504 1.55603 -5.46075 -0.158 0.273 -0.050 -0.49
C 2.67835 1.13543 -6.65067 0.249 -0.143 0.088 -0.02
O 0.76458 2.06064 -5.59447 -0.109 -0.031 0.018 0.06
H 1.96637 1.96690 -3.35631 -0.062 -0.025 0.012 0.08
H 3.52212 1.66677 -4.15219 0.024 -0.146 0.195 0.09
H 2.43321 0.31521 -3.79536 0.005 -0.069 -0.086 0.06
H 3.63046 1.67252 -6.65979 -0.008 -0.052 0.116 0.08
H 2.17311 1.33285 -7.58995 -0.206 -0.077 0.037 0.08
H 2.90984 0.07086 -6.54691 0.044 0.045 -0.149 0.09
C -3.81877 -2.41867 1.49866 0.049 -0.337 0.858 -0.02
C -5.02905 -2.75079 2.34807 -0.104 0.081 -0.107 -0.49
C -6.36045 -2.89444 1.63998 -0.060 -0.366 0.465 -0.02
O -4.94457 -2.92554 3.53699 0.058 0.006 0.226 0.08
H -3.91902 -1.43560 1.03813 -0.159 -0.210 -0.457 0.07
H -3.71032 -3.25841 0.80715 0.096 0.398 -0.445 0.09
H -2.94762 -2.37608 2.15483 -0.044 -0.104 -0.089 0.05
H -6.45826 -3.90258 1.22336 0.314 0.167 -0.362 0.09
H -6.46294 -2.13104 0.87337 -0.236 -0.101 -0.104 0.05
H -7.15776 -2.86738 2.38135 -0.002 0.420 -0.021 0.08
C -5.56275 -2.43651 -2.22964 0.133 -0.247 -0.496 -0.01
C -4.86280 -1.10789 -2.31027 0.054 0.272 0.761 -0.49
C -5.26555 -0.04545 -1.29991 -0.140 -0.072 -0.119 -0.01
O -3.97003 -0.90245 -3.09082 0.195 0.039 -0.382 0.06
H -6.53022 -2.36881 -2.73509 -0.017 0.033 0.071 0.10
H -5.73624 -2.76976 -1.20995 0.001 0.108 0.098 0.05
H -4.94973 -3.16500 -2.75946 -0.118 -0.049 0.000 0.09
H -5.65014 0.84591 -1.79763 -0.131 -0.126 -0.118 0.09
H -4.38582 0.29364 -0.75232 0.044 -0.165 0.062 0.06
H -6.01009 -0.44612 -0.61439 -0.029 0.244 0.087 0.06
C 4.23099 -3.88312 -2.68357 -0.288 0.092 0.481 -0.01
C 4.15742 -2.82916 -1.60200 0.442 0.071 0.117 -0.47
C 4.11730 -1.38930 -2.04300 -0.523 0.009 -0.629 -0.01
O 4.23025 -3.09025 -0.42198 -0.205 -0.224 -0.142 0.07
H 4.99120 -3.58045 -3.40284 -0.053 -0.159 -0.159 0.09
H 3.25941 -3.97502 -3.17352 0.060 0.155 -0.141 0.09
H 4.45014 -4.84579 -2.23175 0.196 -0.014 -0.064 0.07
H 3.72997 -0.76589 -1.24588 0.287 0.142 0.086 0.05
H 3.47231 -1.23577 -2.91152 -0.039 -0.265 0.008 0.07
H 5.10618 -1.08564 -2.39526 0.092 0.078 0.330 0.10
C 1.94771 -2.85000 4.61323 -0.014 -0.284 0.457 -0.02
C 3.23137 -2.99390 3.84393 -0.072 0.646 -0.008 -0.49
C 3.30406 -2.17531 2.57183 -0.011 -0.852 -0.171 -0.02
O 4.18012 -3.59731 4.27877 0.115 -0.274 -0.049 0.07
H 1.94383 -3.54400 5.45269 -0.001 0.010 -0.016 0.09
H 1.04531 -2.98621 4.01941 0.076 0.080 -0.142 0.07
H 1.94075 -1.83259 5.01593 -0.121 0.016 -0.034 0.08
H 3.45109 -1.12838 2.83297 -0.186 0.099 -0.026 0.08
H 2.37805 -2.33157 2.01183 -0.007 0.386 0.031 0.07
H 4.11663 -2.52949 1.94444 0.151 0.120 0.058 0.07
C 0.01701 0.35795 3.87409 0.059 0.041 0.273 0.00
C -1.22332 -0.40578 3.48845 -0.097 0.325 0.030 -0.46
C -2.51509 0.35413 3.33985 0.050 -0.628 0.191 0.00
O -1.16225 -1.59936 3.28912 0.085 -0.145 -0.025 0.03
H 0.11170 0.39817 4.96625 -0.098 -0.301 -0.035 0.10
H 0.01763 1.40150 3.57153 -0.101 -0.086 -0.389 0.04
H 0.86697 -0.17859 3.46033 0.178 0.190 0.046 0.07
H -2.55705 0.72948 2.31492 0.060 0.272 0.118 0.07
H -2.57683 1.15936 4.06567 -0.095 0.210 -0.205 0.07
H -3.34599 -0.33834 3.47708 -0.004 0.056 0.065 0.08
C -1.51355 0.22294 -1.41099 0.474 -0.216 -0.452 -0.01
C -0.53776 0.64756 -0.34790 0.083 0.005 0.005 -0.46
C 0.81745 -0.00189 -0.33915 0.280 -0.580 -0.423 0.01
O -0.85437 1.44229 0.50483 -0.228 0.313 0.319 0.06
H -2.22666 1.00183 -1.65987 -0.120 0.042 0.243 0.08
H -2.03200 -0.67698 -1.07077 -0.079 0.039 -0.008 0.08
H -0.98000 -0.04766 -2.32510 -0.123 -0.062 0.020 0.08
H 0.73157 -0.96255 0.18316 -0.021 0.134 0.120 0.07
H 1.58645 0.59820 0.13828 -0.186 0.187 0.152 0.06
H 1.13988 -0.27004 -1.35002 -0.063 0.141 0.024 0.07


(3)
65
Properties=species:S:1:pos:R:3:forces:R:3:lowdin_spin:R:1 method="wB97M-V/def2-TZVPD" orbital_gap_ev="10.10 / 8.70" total_charge=+2 s_squared=0.75 multiplicity=2 energy_ha=-2475.21859 molar_mass_g_mol=586.40
Yb 8.18066 9.74473 9.21971 -0.156 0.828 -0.782 1.01
C 6.52373 13.39355 9.47883 0.014 -0.288 0.253 0.00
C 7.69308 13.07651 10.40455 -0.373 0.184 -0.066 0.00
N 8.73962 12.20791 9.80972 0.281 -0.417 0.269 0.00
C 9.57357 12.89285 8.78769 -0.141 -0.143 -0.443 0.00
C 9.37419 12.33558 7.37071 0.001 0.235 0.402 0.00
N 9.46040 10.85675 7.35315 0.348 -0.124 0.240 0.00
C 9.33914 10.32985 5.96686 -0.291 -0.067 -0.315 0.00
C 7.90150 10.12092 5.46932 0.219 -0.256 0.098 0.00
C 7.25618 8.78379 5.84734 0.188 0.443 -0.139 0.00
N 6.90424 8.63112 7.28102 -0.128 -0.292 0.349 0.00
C 5.48108 8.90667 7.58302 -0.255 0.314 0.033 0.00
C 5.16834 10.40550 7.64912 -0.026 -0.633 -0.091 0.00
N 6.19291 11.16735 8.40579 0.322 0.026 -0.190 0.00
C 5.57361 12.22786 9.23614 -0.004 0.364 0.053 0.00
H 5.94239 14.18826 9.95310 0.079 0.009 -0.091 0.00
H 6.88047 13.78978 8.52457 -0.019 0.105 -0.051 0.00
H 8.13527 14.02338 10.73976 0.055 -0.195 0.002 0.00
H 7.30647 12.55403 11.28490 0.079 0.080 0.027 0.00
H 9.35669 12.01570 10.60013 -0.076 -0.058 -0.184 0.00
H 9.35526 13.96571 8.76727 0.086 -0.093 0.063 0.00
H 10.62919 12.78510 9.05168 -0.070 -0.013 0.061 0.00
H 8.40773 12.64064 6.96121 0.025 -0.054 0.015 0.00
H 10.14509 12.78177 6.73006 -0.137 -0.104 -0.040 0.00
H 10.42461 10.64112 7.63488 -0.228 0.017 -0.016 0.00
H 9.84837 11.01508 5.27861 0.018 -0.098 0.126 0.00
H 9.86206 9.37356 5.91964 0.065 0.076 0.015 0.00
H 7.26677 10.95649 5.76104 -0.090 0.154 -0.060 0.00
H 7.94782 10.13254 4.37676 -0.067 0.109 0.070 0.00
H 6.36782 8.64035 5.22391 -0.014 -0.047 0.110 0.00
H 7.95641 7.98995 5.58239 -0.044 -0.038 0.054 0.00
H 7.01579 7.63209 7.46909 0.116 0.248 0.097 0.00
H 4.82116 8.45293 6.83233 0.083 -0.022 0.121 0.00
H 5.25316 8.44764 8.55213 0.087 0.050 -0.159 0.00
H 5.06098 10.80300 6.63674 0.012 0.117 0.074 0.00
H 4.19885 10.51752 8.13841 0.061 0.037 -0.040 0.00
H 6.72310 11.68860 7.70450 -0.032 -0.169 0.099 0.00
H 4.68189 12.61837 8.73196 0.061 -0.113 0.056 0.00
H 5.25820 11.80585 10.19387 -0.018 0.000 -0.103 0.00
C 9.39137 5.60443 7.95524 -0.034 0.049 -0.008 0.00
C 9.61221 6.95131 7.70225 -0.099 0.102 0.221 0.00
N 9.25004 7.69732 8.75330 0.169 -0.004 -0.176 0.00
N 8.81491 6.82988 9.70393 -0.004 -0.269 0.105 0.00
C 8.89226 5.57337 9.24159 -0.017 0.033 -0.286 0.00
B 8.67782 7.23587 11.19838 -0.004 0.472 -0.284 0.00
N 7.29511 7.86023 11.49077 -0.089 -0.392 0.401 0.00
C 6.48418 7.47247 12.48206 -0.072 0.175 -0.165 0.00
C 5.35490 8.26723 12.47104 0.042 0.196 -0.221 0.00
C 5.56147 9.14038 11.41283 -0.127 -0.103 0.127 0.00
N 6.73975 8.89987 10.81605 0.104 -0.020 -0.101 0.00
N 9.78394 8.26798 11.48344 0.147 -0.179 0.303 0.00
C 10.86012 8.07434 12.25583 0.109 0.252 -0.104 0.00
C 11.66168 9.19649 12.18390 -0.114 0.098 -0.127 0.00
C 10.98226 10.04950 11.32468 -0.047 -0.128 0.076 0.00
N 9.83870 9.49042 10.89935 -0.116 0.059 -0.043 0.00
H 9.57940 4.77351 7.30612 0.079 -0.146 -0.079 0.00
H 10.04356 7.40689 6.83093 -0.019 0.068 -0.155 0.00
H 8.59719 4.72872 9.83295 0.000 -0.064 0.246 0.00
H 8.82056 6.28462 11.87638 0.009 -0.248 0.221 0.00
H 6.74561 6.65871 13.12942 0.119 -0.147 0.074 0.00
H 4.50990 8.22002 13.12785 -0.121 -0.015 0.090 0.00
H 4.89709 9.90997 11.06111 0.032 0.080 -0.090 0.00
H 11.00311 7.16430 12.80632 -0.080 -0.160 0.048 0.00
H 12.59584 9.37383 12.67618 0.140 0.010 0.101 0.00
H 11.28835 11.03223 11.00750 -0.039 0.111 -0.086 0.00